[1]
{
  "formula": "C3H3I3O",
  "method": "ωB97M-V/def2-TZVPD",
  "gap_ev": [8.1, 8.1],
  "total_charge": 0,
  "e_tot_ev": -29505.5215,
  "homo_ev": [-8.978, -8.979],
  "elements": ["C", "C", "C", "O", "I", "I", "I", "H", "H", "H"],
  "positions_angstrom": [[0.586741, -1.134950, -1.342073], [0.274467, 1.051352, 0.322429], [1.333611, -0.853429, -0.233302], [0.847510, -0.857820, -2.485555], [0.690996, 2.264635, -1.284614], [1.058899, -2.105849, 1.397973], [3.292547, -0.167516, -0.802442], [-0.414883, -1.555628, -1.110153], [0.714127, 1.095748, 1.321489], [-0.539417, 0.439499, 0.403217]],
  "forces_ev_per_a": [[-3.11, -0.88, -2.47], [3.43, -1.89, -0.57], [2.40, 3.23, 3.01], [0.34, 0.15, -0.63], [-0.63, 0.11, 0.82], [0.13, -0.03, 0.19], [-0.23, -0.63, 0.61], [0.02, -0.15, 0.03], [0.47, 0.80, -0.53], [-2.83, -0.69, -0.46]]
}


[2]
{
  "formula": "C3H3LaLiO3",
  "method": "ωB97M-V/def2-TZVPD",
  "gap_ev": [3.5, 5.5],
  "total_charge": 4,
  "multiplicity": 2,
  "e_tot_ev": -10313.2370,
  "homo_ev": [-22.816, -24.756],
  "elements": ["H", "C", "C", "O", "C", "O", "O", "La", "H", "H", "Li"],
  "positions_angstrom": [[-2.000344, 0.651706, -1.704873], [-1.133192, 0.438911, 0.012300], [-0.749320, -0.982966, 0.198208], [0.685389, -0.980030, 0.033041], [1.083072, 0.235791, -0.067848], [0.018416, 1.098883, -0.056796], [2.218950, 0.653041, -0.094842], [4.948114, 0.361567, 0.037472], [-1.208293, -1.614570, -0.578420], [-0.997688, -1.410131, 1.181493], [-2.865103, 1.547799, 1.040269]],
  "forces_ev_per_a": [[0.66, -0.10, 1.52], [-1.49, -0.24, -0.80], [-1.08, -0.52, -0.61], [1.18, 0.08, -0.04], [-2.88, -0.67, 0.56], [1.41, 0.61, -0.43], [4.35, 0.23, -0.09], [-1.89, 0.29, -0.18], [0.21, -0.07, 0.23], [0.08, 0.14, -0.11], [-0.53, 0.24, -0.05]]
}


[3]
{
  "formula": "C3H3LiNaO2",
  "method": "ωB97M-V/def2-TZVPD",
  "gap_ev": [3.0, 7.3],
  "total_charge": 0,
  "multiplicity": 2,
  "e_tot_ev": -11872.7593,
  "homo_ev": [-3.887, -8.262],
  "elements": ["C", "C", "H", "H", "H", "O", "C", "O", "Na", "Li"],
  "positions_angstrom": [[-0.773193, -0.129417, -0.375470], [-1.982087, 0.427905, -0.189234], [-2.869180, -0.071633, -0.578060], [-0.672948, -1.064510, -0.945984], [-2.116580, 1.306694, 0.446123], [0.363182, 0.259502, 0.188395], [2.006881, -0.095146, -0.602061], [2.874248, -0.117865, 0.362012], [1.835684, -2.329733, 1.105699], [1.333994, 1.814200, 0.588582]],
  "forces_ev_per_a": [[-0.73, -0.49, -0.03], [0.33, -0.23, 0.07], [0.30, 0.26, -0.02], [-0.14, 0.36, -0.02], [0.05, -0.24, -0.21], [0.54, 1.16, 0.96], [4.84, -0.82, 3.93], [-4.97, 0.77, -4.49], [-0.01, 0.13, -0.09], [-0.19, -0.90, -0.08]]
}